P | Here is a 2-piece molecular cluster, C2H4NP overall from the OMol25 dataset. Energies are from ωB97M-V/def2-TZVPD.

Computed properties:
SMILES: C=C.N#P
HOMO energy, eV: -9.366
E_LUMO, eV: -0.173

The geometry in ORCA input format:
```
! RIJCOSX wB97M-V def2-TZVPD def2/J DEFGRID3
* xyz 0 1
P -3.749 -0.040 0.165
N -2.424 0.247 -0.368
C 0.634 -0.426 -0.296
C -0.071 0.434 0.320
H 0.824 -0.207 -1.311
H 0.913 -1.428 0.172
H -0.265 0.205 1.403
H -0.467 1.247 -0.227
*
```


Q | Here is one molecule with the formula C2H4NP from the OMol25 dataset. Energies are from ωB97M-V/def2-TZVPD.

Computed properties:
SMILES: C=[PH]=C=N
HOMO energy (alpha / beta), eV: -7.802 / -7.801
E_LUMO (alpha / beta), eV: -0.129 / -0.130

The geometry in ORCA input format:
```
! RIJCOSX wB97M-V def2-TZVPD def2/J DEFGRID3
* xyz 0 1
P 0.204 -0.847 0.170
N -0.341 0.667 -2.255
C 0.425 0.223 -1.476
C -0.120 -0.116 1.653
H -1.126 0.204 1.867
H -1.261 0.799 -2.621
H 0.643 0.126 2.370
H 1.577 -1.056 0.292
*
```


Which structure wins on stability? P wins.


P | Here is an isolated ion of composition C5H9N and charge +1 from the OMol25 dataset. Energies are from ωB97M-V/def2-TZVPD.

Computed properties:
HOMO energy (alpha / beta), eV: -14.458 / -14.423
E_LUMO (alpha / beta), eV: -5.466 / -8.058

The geometry in ORCA input format:
```
! RIJCOSX wB97M-V def2-TZVPD def2/J DEFGRID3
* xyz 1 2
N -0.157 1.278 -2.611
C 0.173 -0.430 1.812
C -1.131 -0.607 1.934
C 0.127 0.901 -1.282
C 1.003 -0.551 0.507
C 0.137 -0.332 -0.656
H -1.003 0.783 -2.907
H -1.519 -0.637 2.941
H -0.710 -1.021 -0.718
H 1.345 -1.580 0.557
H -1.849 -0.541 1.135
H 0.617 0.906 -3.180
H 0.822 -0.119 2.607
H 0.353 1.752 -0.637
H 1.794 0.199 0.498
*
```


Q | Here is an isolated ion of composition C5H9N and charge +1 from the OMol25 dataset. Energies are from ωB97M-V/def2-TZVPD.

Computed properties:
HOMO energy (alpha / beta), eV: -14.159 / -13.964
E_LUMO (alpha / beta), eV: -4.682 / -7.508

The geometry in ORCA input format:
```
! RIJCOSX wB97M-V def2-TZVPD def2/J DEFGRID3
* xyz 1 2
N -0.081 -1.996 -1.376
C -0.489 0.087 -0.259
C 1.620 -1.291 0.041
C -0.582 0.730 0.961
C -0.855 2.218 0.951
C 0.377 -1.022 -0.436
H 2.128 -2.215 -0.222
H -1.915 2.473 1.016
H -0.571 -1.574 -2.155
H -1.003 0.592 -1.082
H -0.508 2.550 -0.030
H -0.402 2.747 1.794
H -0.514 0.051 1.800
H 2.246 -0.593 0.590
H 0.548 -2.755 -1.592
*
```


Which structure wins on stability? Q wins.


P | Here is C21H25F5N2O7S2SiTi as an isolated structure from the OMol25 dataset. Energies are from ωB97M-V/def2-TZVPD.

Computed properties:
HOMO energy (alpha / beta), eV: -3.668 / -4.524
E_LUMO (alpha / beta), eV: 2.027 / 2.084

The geometry in ORCA input format:
```
! RIJCOSX wB97M-V def2-TZVPD def2/J DEFGRID3
* xyz -1 2
Ti -0.075 1.428 0.171
S -1.522 -1.278 1.295
S 2.704 -2.848 -1.197
Si -0.420 3.218 2.909
F 1.183 -5.120 0.090
F 5.047 -4.233 -2.513
F 1.750 -7.730 0.004
F 3.942 -8.636 -1.335
F 5.577 -6.849 -2.586
O -5.040 0.987 -5.441
O -5.679 3.006 -5.084
O 1.588 0.140 0.662
O 0.241 2.558 1.570
O -1.420 2.490 -0.583
O -0.677 0.002 -1.018
O -0.957 0.091 1.652
N -4.986 2.037 -4.825
N 3.765 -0.337 0.432
C -3.253 1.061 -3.407
C 2.826 1.704 -0.606
C 2.555 -6.853 -0.622
C -3.083 3.423 -1.947
C -0.145 -2.381 1.062
C -2.264 2.353 -1.602
C 4.490 -6.408 -1.930
C -2.046 -1.865 2.902
C -3.981 3.342 -2.999
C 3.076 -4.538 -1.224
C 1.454 2.052 -1.164
C 2.701 0.435 0.194
C -1.532 0.019 -2.012
C 0.275 4.941 3.137
C -2.276 3.306 2.707
C 0.010 2.165 4.393
C -4.043 2.144 -3.711
C -2.335 1.126 -2.337
C 2.279 -5.501 -0.592
C 4.197 -5.058 -1.886
C 3.667 -7.320 -1.296
H -2.749 3.782 3.570
H -0.444 2.562 5.306
H -2.693 2.303 2.594
H 0.031 5.571 2.279
H 3.543 -1.316 0.606
H -2.534 3.875 1.812
H 1.269 1.520 -2.100
H -2.993 4.331 -1.365
H -4.617 4.170 -3.270
H -3.344 0.158 -3.994
H 1.091 2.121 4.542
H 1.359 3.122 -1.357
H -2.412 -2.887 2.815
H 4.555 -0.216 -0.183
H -0.133 5.416 4.034
H -1.614 -0.891 -2.603
H -1.209 -1.807 3.596
H 3.617 1.590 -1.355
H -2.852 -1.207 3.224
H -0.352 1.147 4.240
H 1.362 4.912 3.236
H -0.537 -3.397 1.020
H 0.563 -2.263 1.881
H 3.166 2.476 0.092
H 0.336 -2.142 0.115
*
```


Q | Here is C21H25F5N2O7S2SiTi as an isolated structure from the OMol25 dataset. Energies are from ωB97M-V/def2-TZVPD.

Computed properties:
HOMO energy (alpha / beta), eV: -3.821 / -4.295
E_LUMO (alpha / beta), eV: 1.933 / 2.034

The geometry in ORCA input format:
```
! RIJCOSX wB97M-V def2-TZVPD def2/J DEFGRID3
* xyz -1 2
Ti 0.076 -0.559 0.936
S -1.404 1.196 -2.799
S 2.492 1.400 0.265
Si -0.083 -0.204 4.080
F -0.787 4.227 -7.826
F 1.407 3.385 -6.443
F 1.142 2.029 -4.152
F -3.271 3.690 -6.837
F -3.567 2.343 -4.546
O 4.340 -6.851 -0.693
O 1.102 -0.517 -0.634
O 1.680 0.911 1.445
O 0.762 -2.178 1.320
O 4.633 -5.469 -2.307
O -0.897 1.209 0.502
O -0.668 -0.363 2.589
N 4.127 -5.779 -1.240
N -2.843 2.188 -0.036
C 2.643 -5.189 0.621
C 1.572 -1.110 4.258
C 3.242 -4.838 -0.595
C 1.443 2.468 -0.743
C -2.759 -0.245 0.170
C -0.929 3.539 -6.680
C 0.026 2.409 -4.796
C 0.179 3.109 -5.973
C 1.543 -3.030 0.685
C 1.880 -1.431 -1.164
C 1.812 -4.282 1.244
C -1.671 -1.318 0.026
C -1.308 -0.892 5.353
C 2.142 -2.681 -0.578
C -1.228 2.087 -4.244
C -2.323 2.563 -4.992
C 2.998 -3.617 -1.189
C -2.096 1.100 0.196
C -2.185 3.263 -6.171
C 3.376 2.820 1.005
C 0.202 1.624 4.499
H -0.660 2.214 4.179
H 1.081 1.997 3.969
H 2.234 -0.800 3.446
H -2.353 3.055 -0.178
H 4.079 2.443 1.745
H 2.846 -6.158 1.047
H 2.094 3.051 -1.394
H 2.641 3.461 1.487
H -3.697 2.069 -0.551
H 2.365 -1.171 -2.104
H 3.908 3.359 0.223
H 3.472 -3.372 -2.129
H 1.335 -4.519 2.187
H 0.866 3.103 -0.074
H -2.028 -2.272 0.418
H 0.347 1.787 5.570
H 1.431 -2.190 4.174
H -1.699 -1.864 5.045
H -2.158 -0.218 5.485
H -3.285 -0.359 1.122
H -0.826 -1.014 6.327
H -1.453 -1.443 -1.039
H -3.494 -0.260 -0.641
H 2.071 -0.906 5.208
H 0.779 1.849 -1.345
*
```


Which structure wins on stability? P wins.